No. 1
ORCA calculation (ωB97M-V with the def2-TZVPD basis set) on a cluster of 12 separate species, C28H82N2O12 in total.

Last column: Löwdin charge in e.
CARTESIAN COORDINATES (ANGSTROEM)
C: -3.35 -4.62 -1.28  -0.045
C: -4.09 -5.12 -2.52  -0.468
C: -4.46 -4.02 -3.50  -0.042
O: -3.29 -6.10 -3.18  -0.053
H: -2.39 -4.21 -1.62  0.037
H: -3.12 -5.36 -0.52  0.091
H: -3.86 -3.75 -0.85  0.059
H: -5.05 -5.54 -2.19  0.137
H: -4.82 -3.15 -2.96  0.070
H: -5.29 -4.33 -4.14  0.080
H: -3.64 -3.71 -4.15  0.082
H: -3.54 -6.99 -2.91  0.107
C: 2.49 5.43 2.42  -0.072
C: 0.99 5.44 2.64  -0.480
C: 0.29 4.35 1.83  -0.046
O: 0.76 5.33 4.04  -0.048
H: 2.86 4.44 2.71  0.069
H: 3.04 6.15 3.02  0.084
H: 2.84 5.57 1.39  0.081
H: 0.59 6.41 2.35  0.137
H: 0.34 3.39 2.36  0.059
H: 0.80 4.22 0.88  0.067
H: -0.78 4.53 1.68  0.072
H: 1.12 4.49 4.35  0.090
C: -3.54 -1.69 3.65  -0.137
C: -4.81 -2.38 3.17  -0.451
C: -4.54 -3.26 1.96  -0.052
O: -5.36 -3.14 4.23  -0.041
H: -2.82 -2.39 4.08  0.109
H: -3.70 -0.89 4.37  0.096
H: -3.00 -1.28 2.78  0.053
H: -5.51 -1.59 2.89  0.133
H: -4.49 -2.67 1.04  0.049
H: -5.33 -4.01 1.87  0.082
H: -3.61 -3.82 2.09  0.088
H: -4.67 -3.69 4.60  0.089
C: 3.09 -2.90 0.18  -0.045
C: 3.82 -2.93 -1.14  -0.479
C: 3.95 -1.53 -1.76  -0.051
O: 5.13 -3.47 -0.91  -0.054
H: 2.07 -2.51 0.09  0.060
H: 3.60 -2.34 0.96  0.078
H: 2.92 -3.92 0.55  0.084
H: 3.33 -3.57 -1.88  0.130
H: 4.49 -0.79 -1.17  0.073
H: 2.97 -1.06 -1.89  0.064
H: 4.37 -1.66 -2.76  0.079
H: 5.65 -3.28 -1.70  0.078
C: -1.36 0.86 -3.71  -0.061
C: -0.99 1.58 -5.00  -0.512
C: -0.34 2.93 -4.73  -0.051
O: -0.18 0.77 -5.81  -0.031
H: -0.47 0.49 -3.20  0.073
H: -1.94 -0.03 -3.97  0.080
H: -1.95 1.46 -3.01  0.071
H: -1.94 1.83 -5.50  0.131
H: 0.07 3.39 -5.62  0.081
H: 0.48 2.81 -4.01  0.059
H: -1.08 3.58 -4.27  0.081
H: -0.54 -0.11 -5.91  0.089
C: 5.73 3.80 2.36  -0.049
C: 5.30 2.94 1.18  -0.438
C: 5.84 3.36 -0.20  -0.199
O: 5.25 2.49 -1.14  -0.228
C: 5.30 2.95 -2.48  -0.083
N: 5.57 1.53 1.48  0.052
H: 5.24 3.35 3.23  0.081
H: 5.40 4.82 2.17  0.072
H: 6.81 3.85 2.45  0.083
H: 4.21 2.99 1.08  0.121
H: 6.93 3.24 -0.17  0.132
H: 5.56 4.39 -0.43  0.125
H: 4.87 3.95 -2.54  0.088
H: 4.76 2.19 -3.05  0.088
H: 6.33 2.95 -2.83  0.090
H: 5.47 1.01 0.61  0.076
H: 6.50 1.41 1.86  0.093
C: -0.88 -1.79 -0.79  -0.036
C: -0.78 -0.76 0.33  -0.395
C: -0.24 0.55 -0.20  -0.209
O: 1.00 0.38 -0.86  -0.193
C: 1.67 1.60 -1.14  -0.090
N: -2.08 -0.52 0.98  0.066
H: -1.30 -1.43 -1.73  0.079
H: -1.29 -2.74 -0.46  0.069
H: 0.16 -2.05 -0.99  0.065
H: -0.06 -1.14 1.06  0.128
H: -0.04 1.24 0.63  0.106
H: -1.02 1.00 -0.83  0.118
H: 1.51 2.35 -0.36  0.069
H: 1.28 2.05 -2.06  0.072
H: 2.73 1.40 -1.22  0.072
H: -2.76 -0.31 0.25  0.057
H: -2.07 0.36 1.49  0.058
C: 2.34 0.60 2.33  -0.146
O: 3.22 1.32 3.18  -0.146
H: 2.60 0.97 1.33  0.060
H: 2.57 -0.47 2.30  0.076
H: 1.29 0.78 2.51  0.063
H: 4.05 1.50 2.70  0.007
C: -5.26 -0.07 -0.79  -0.134
O: -4.06 0.57 -1.23  -0.140
H: -5.25 -1.09 -1.15  0.067
H: -5.34 -0.13 0.30  0.070
H: -6.12 0.46 -1.20  0.084
H: -4.23 1.52 -1.22  0.082
C: -1.50 -0.77 4.30  -0.196
O: -1.06 -1.81 3.43  -0.157
H: -2.56 -0.57 4.10  -0.011
H: -1.32 -1.09 5.32  0.105
H: -0.97 0.17 4.12  0.073
H: -1.52 -1.68 2.58  0.025
C: -0.27 -4.37 -3.19  -0.182
O: -0.59 -5.57 -3.86  -0.123
H: -1.10 -3.67 -3.35  0.062
H: -0.28 -4.54 -2.11  0.070
H: 0.67 -3.92 -3.51  0.078
H: -1.44 -5.88 -3.52  0.032
C: -2.50 2.58 3.22  -0.133
O: -3.34 1.94 2.24  -0.137
H: -2.63 3.65 3.06  0.079
H: -2.85 2.27 4.21  0.088
H: -1.44 2.37 3.10  0.051
H: -4.20 1.83 2.65  0.078

For the LUMO energy, the calculation gives 0.20 eV. The SMILES is COC[C@H](C)N.COC[C@H](C)N.CC(C)O.CC(C)O.CC(C)O.CC(C)O.CC(C)O.CO.CO.CO.CO.CO. As for the energy above the lowest of the compared OMol25 structures with the same formula, charge and spin: 310.8 kJ/mol. The value obtained for the electronic energy is -2128.15578 hartree. The calculation puts the orbital gap at 9.42 eV.

No. 2
ORCA calculation (ωB97M-V with the def2-TZVPD basis set) on a structure of composition C22H27HgN2O9.

Last column: Löwdin charge in e.
CARTESIAN COORDINATES (ANGSTROEM)
Hg: -20.60 -19.85 -13.32  1.214
C: -20.53 -16.57 -10.00  -0.044
C: -20.11 -17.00 -11.39  -0.354
O: -20.22 -18.37 -11.62  -0.351
H: -21.50 -16.99 -9.70  0.080
H: -20.54 -15.48 -9.91  0.090
H: -19.84 -16.97 -9.26  0.064
H: -19.05 -16.76 -11.54  0.119
H: -20.60 -16.42 -12.19  0.115
C: -21.71 -18.58 -5.22  -0.065
C: -21.47 -19.51 -4.23  -0.047
C: -20.73 -20.66 -4.53  0.004
C: -20.32 -20.89 -5.82  -0.140
C: -20.54 -19.95 -6.82  -0.014
C: -21.21 -18.78 -6.50  -0.071
N: -19.59 -22.15 -6.07  -0.346
O: -19.82 -23.09 -5.35  0.113
O: -18.82 -22.17 -7.01  0.063
H: -22.32 -17.72 -4.97  0.110
H: -21.78 -19.50 -3.19  0.115
H: -20.56 -21.34 -3.70  0.126
H: -20.15 -20.12 -7.81  0.102
H: -21.48 -18.09 -7.29  0.089
C: -24.37 -14.99 -9.48  -0.077
C: -24.03 -15.30 -10.80  -0.080
C: -25.04 -15.48 -11.72  -0.006
C: -26.38 -15.24 -11.38  -0.140
C: -26.68 -14.92 -10.08  0.001
C: -25.70 -14.85 -9.12  -0.063
N: -27.37 -15.16 -12.45  -0.353
O: -26.97 -14.84 -13.56  0.096
O: -28.51 -15.45 -12.17  0.099
H: -23.64 -14.89 -8.68  0.105
H: -22.98 -15.39 -11.04  0.075
H: -24.79 -15.68 -12.76  0.115
H: -27.72 -14.76 -9.82  0.130
H: -25.96 -14.72 -8.08  0.115
O: -22.67 -12.91 -15.35  0.151
C: -22.16 -12.98 -14.28  -0.497
O: -22.47 -12.15 -13.25  0.047
C: -21.60 -12.32 -12.16  -0.166
C: -20.49 -13.30 -12.61  -0.136
C: -21.09 -13.94 -13.87  -0.077
H: -22.16 -12.69 -11.30  0.115
H: -21.18 -11.35 -11.88  0.130
H: -20.10 -13.91 -11.80  0.090
H: -19.65 -12.70 -12.96  0.118
H: -21.59 -14.90 -13.66  0.107
H: -20.35 -14.02 -14.66  0.128
O: -14.81 -20.05 -7.85  0.167
C: -15.71 -19.69 -8.52  -0.468
O: -15.51 -18.87 -9.60  0.034
C: -16.70 -18.76 -10.36  -0.175
C: -17.80 -19.03 -9.34  -0.190
C: -17.18 -20.07 -8.44  -0.078
H: -16.67 -19.57 -11.10  0.130
H: -16.80 -17.81 -10.88  0.119
H: -18.76 -19.24 -9.82  0.091
H: -17.99 -18.12 -8.76  0.115
H: -17.36 -21.04 -8.91  0.133
H: -17.44 -20.06 -7.39  0.119

For the LUMO energy, the calculation gives -9.38 eV. As for the total charge: +1. The value obtained for the electronic energy is -1793.98275 hartree. The calculation puts the orbital gap at 3.01 eV.

No. 3
ORCA calculation (ωB97M-V with the def2-TZVPD basis set) on an isolated molecule of C2H2O3.

Last column: Löwdin charge in e.
CARTESIAN COORDINATES (ANGSTROEM)
C: -0.86 -0.06 0.39  -0.172
C: 0.40 -0.09 -0.48  -0.320
O: -1.88 0.31 -0.06  0.112
O: 1.19 0.77 0.11  0.053
O: 1.54 -0.55 0.11  0.071
H: -0.80 -0.29 1.42  0.126
H: 0.43 -0.09 -1.49  0.130

For the LUMO energy, the calculation gives 0.55 eV. The SMILES is O=CC1OO1. As for the energy above the lowest of the compared OMol25 structures with the same formula, charge and spin: 458.2 kJ/mol. The value obtained for the electronic energy is -302.95585 hartree. The calculation puts the orbital gap at 11.19 eV.

No. 4
ORCA calculation (ωB97M-V with the def2-TZVPD basis set) on an isolated molecule of C4H9N3.

Last column: Löwdin charge in e.
CARTESIAN COORDINATES (ANGSTROEM)
C: 1.38 0.17 -0.01  -0.480
C: -0.12 0.08 0.68  -0.189
C: -1.13 1.12 0.16  -0.067
C: -1.91 -0.04 -0.43  -0.186
H: 1.33 -1.74 -0.18  0.073
H: 2.80 -1.15 -0.54  0.048
H: 2.97 1.46 -0.52  0.151
H: -0.17 -0.06 1.80  0.150
H: -0.59 1.77 -0.48  0.099
H: -1.73 1.24 0.88  0.040
H: -2.07 -0.22 -1.44  0.100
H: -2.74 -0.17 -0.17  0.000
H: -0.95 -1.75 0.54  0.086
N: 2.03 -1.05 0.02  0.122
N: 1.77 1.35 -0.19  0.068
N: -0.88 -1.00 -0.12  -0.016

For the LUMO energy, the calculation gives 1.03 eV. The SMILES is [H]/N=C(\N)[C@H]1CCN1. As for the energy above the lowest of the compared OMol25 structures with the same formula, charge and spin: 490.1 kJ/mol. The value obtained for the electronic energy is -321.90368 hartree. The calculation puts the orbital gap at 9.92 eV.

electronic energy of number 4 (C4H9N3)? -321.90368 hartree

Copy entry 4 word for word.
ORCA calculation (ωB97M-V with the def2-TZVPD basis set) on an isolated molecule of C4H9N3.

Last column: Löwdin charge in e.
CARTESIAN COORDINATES (ANGSTROEM)
C: 1.38 0.17 -0.01  -0.480
C: -0.12 0.08 0.68  -0.189
C: -1.13 1.12 0.16  -0.067
C: -1.91 -0.04 -0.43  -0.186
H: 1.33 -1.74 -0.18  0.073
H: 2.80 -1.15 -0.54  0.048
H: 2.97 1.46 -0.52  0.151
H: -0.17 -0.06 1.80  0.150
H: -0.59 1.77 -0.48  0.099
H: -1.73 1.24 0.88  0.040
H: -2.07 -0.22 -1.44  0.100
H: -2.74 -0.17 -0.17  0.000
H: -0.95 -1.75 0.54  0.086
N: 2.03 -1.05 0.02  0.122
N: 1.77 1.35 -0.19  0.068
N: -0.88 -1.00 -0.12  -0.016

For the LUMO energy, the calculation gives 1.03 eV. The SMILES is [H]/N=C(\N)[C@H]1CCN1. As for the energy above the lowest of the compared OMol25 structures with the same formula, charge and spin: 490.1 kJ/mol. The value obtained for the electronic energy is -321.90368 hartree. The calculation puts the orbital gap at 9.92 eV.

Which value of electronic energy does entry 1 give? -2128.15578 hartree

Which formula does entry 2 have? C22H27HgN2O9